Entry 1:
67
Properties=species:S:1:pos:R:3:forces:R:3:nbo_charge:R:1 method="wB97M-V/def2-TZVPD" charge=+2 gap_ev="7.85 / 6.06" largest_force_ev_per_a=1.47 energy_ha=-3865.831903 relative_energy_kj_mol=12.9 multiplicity=5
Ir -0.938 -0.910 0.234 -0.060 1.020 -0.299 1.627
C -3.001 -0.091 -2.945 0.228 0.061 0.185 -0.626
C -1.487 -0.303 -2.984 -0.250 -0.398 -0.736 0.266
C -0.862 0.584 -4.061 0.039 -0.029 0.352 -0.636
C -1.163 -1.775 -3.248 0.108 0.234 0.190 -0.629
O -0.921 0.055 -1.717 0.083 0.051 1.097 -0.921
Ge 0.503 1.379 -1.246 -0.200 -0.525 0.532 1.450
O 1.336 -0.193 -0.639 -0.361 -0.209 -0.141 -1.001
C 2.676 -0.346 -0.151 0.555 -0.018 0.217 0.262
C 2.646 -0.535 1.374 -0.123 0.209 -0.298 -0.631
C 3.509 0.885 -0.504 -0.210 -0.076 -0.062 -0.640
C 3.302 -1.564 -0.834 -0.244 0.246 -0.043 -0.614
O -0.477 1.214 0.540 0.238 -1.227 -0.773 -0.910
C -0.688 2.230 1.520 -0.076 0.940 0.790 0.259
C -1.753 1.781 2.514 0.079 -0.178 -0.369 -0.627
C -1.135 3.510 0.802 0.024 -0.390 -0.115 -0.631
C 0.628 2.501 2.264 -0.221 -0.282 -0.275 -0.625
H -3.412 -0.126 -3.953 -0.013 -0.047 0.004 0.236
H -3.227 0.883 -2.508 -0.040 0.005 -0.047 0.228
H -3.483 -0.864 -2.343 -0.028 0.026 -0.023 0.190
H -1.240 0.302 -5.042 0.003 0.009 -0.017 0.243
H 0.225 0.472 -4.062 -0.008 0.013 -0.075 0.218
H -1.112 1.631 -3.878 0.013 0.011 -0.077 0.228
H -1.642 -2.122 -4.162 0.001 -0.015 -0.007 0.237
H -1.533 -2.373 -2.407 -0.035 -0.031 -0.094 0.186
H -0.083 -1.909 -3.336 -0.004 -0.045 -0.018 0.220
H 2.591 0.432 1.873 -0.013 -0.052 0.071 0.225
H 3.536 -1.057 1.727 0.008 0.026 -0.004 0.227
H 1.756 -1.103 1.653 0.055 -0.120 0.070 0.188
H 3.079 1.791 -0.067 0.050 0.007 0.021 0.210
H 3.569 1.008 -1.587 0.044 0.034 0.006 0.223
H 4.520 0.770 -0.115 0.024 0.060 0.003 0.241
H 2.849 -2.487 -0.477 -0.021 -0.119 0.026 0.181
H 4.373 -1.598 -0.633 -0.013 -0.071 0.035 0.230
H 3.153 -1.494 -1.912 0.039 -0.037 -0.001 0.221
H -2.727 1.716 2.026 -0.023 0.047 0.087 0.209
H -1.826 2.489 3.337 0.000 0.004 0.011 0.245
H -1.493 0.799 2.921 -0.025 0.026 0.085 0.205
H -2.007 3.302 0.178 -0.015 0.063 0.015 0.216
H -0.329 3.886 0.168 -0.035 0.074 0.000 0.218
H -1.394 4.281 1.525 0.010 0.008 0.008 0.240
H 0.894 1.645 2.885 0.061 0.022 -0.001 0.213
H 0.523 3.377 2.901 0.014 0.005 0.012 0.238
H 1.428 2.688 1.544 0.044 0.045 0.065 0.207
O -0.249 -2.665 1.216 -0.527 0.942 -0.101 -0.615
N 0.641 -3.577 0.828 0.494 -0.324 -0.405 0.041
C 0.637 -4.055 -0.430 -0.186 0.117 -0.103 0.035
C 1.515 -5.044 -0.808 0.071 -0.007 0.031 -0.214
C 2.419 -5.547 0.118 -0.071 0.104 0.088 -0.114
C 2.418 -5.022 1.403 0.044 -0.110 -0.174 -0.199
C 1.519 -4.034 1.737 -0.021 0.112 0.257 0.048
H -0.086 -3.605 -1.098 -0.005 0.011 0.048 0.241
H 1.493 -5.405 -1.826 -0.031 0.007 0.002 0.261
H 3.114 -6.328 -0.157 0.008 0.007 -0.008 0.259
H 3.111 -5.376 2.152 -0.022 0.031 0.033 0.264
H 1.463 -3.587 2.719 -0.099 0.055 -0.040 0.261
S -3.364 -0.520 0.639 0.686 0.087 0.181 -0.072
C -3.940 -2.058 0.220 0.000 -0.370 -0.265 0.269
N -5.258 -2.348 0.395 0.232 0.005 -0.030 -0.486
C -5.773 -3.560 0.100 -0.080 -0.107 -0.032 0.137
C -4.949 -4.531 -0.387 0.115 0.010 -0.015 -0.302
C -3.606 -4.179 -0.580 -0.266 -0.025 0.027 0.170
N -3.121 -2.983 -0.300 0.019 -0.006 0.065 -0.492
H -5.852 -1.618 0.772 -0.069 -0.016 0.004 0.457
H -6.832 -3.701 0.261 0.001 0.063 0.062 0.261
H -5.320 -5.517 -0.619 -0.016 0.011 -0.021 0.274
H -2.910 -4.903 -0.988 0.021 0.022 -0.009 0.225

***

Entry 2:
15
Properties=species:S:1:pos:R:3:forces:R:3:nbo_charge:R:1 method="wB97M-V/def2-TZVPD" charge=0 smiles="CC1(OC=O)CC1" gap_ev=11.39 largest_force_ev_per_a=1.20 energy_ha=-345.768503 relative_energy_kj_mol=95.7
C -0.293 1.448 -0.337 -0.179 0.408 0.002 -0.628
C -0.190 0.064 0.225 -0.352 0.065 -0.417 0.223
C -0.727 -1.118 -0.517 0.015 -0.182 -0.089 -0.425
C -1.345 -0.678 0.791 -0.082 0.060 0.267 -0.431
O 1.029 -0.102 0.932 0.345 -0.052 -0.286 -0.491
C 2.120 -0.187 0.154 0.382 -0.383 -0.801 0.648
O 2.173 -0.312 -1.048 -0.368 0.261 1.111 -0.579
H -1.190 1.589 -0.936 -0.102 -0.177 -0.013 0.219
H 0.559 1.634 -0.978 0.138 0.068 -0.220 0.229
H -0.301 2.219 0.438 0.007 -0.199 0.112 0.214
H -1.260 -0.919 -1.446 0.119 -0.035 0.268 0.222
H -0.147 -2.038 -0.518 -0.074 0.260 0.035 0.229
H -2.315 -0.191 0.780 0.129 -0.066 0.022 0.219
H -1.123 -1.264 1.679 -0.136 -0.002 -0.195 0.229
H 3.009 -0.146 0.783 0.158 -0.026 0.202 0.120

***

Entry 3:
51
Properties=species:S:1:pos:R:3:forces:R:3:nbo_charge:R:1 method="wB97M-V/def2-TZVPD" charge=-2 gap_ev="5.57 / 5.98" largest_force_ev_per_a=2.29 energy_ha=-4899.789231 multiplicity=5
Rh -7.357 0.987 19.460 -0.473 0.903 0.508 1.086
O -13.016 1.218 21.930 0.064 -0.792 0.091 -0.677
C -11.757 1.052 21.397 0.892 -0.308 0.393 0.232
C -11.035 -0.178 21.303 -2.161 0.169 0.468 -0.246
C -9.783 -0.184 20.697 1.145 -1.295 0.198 0.136
N -9.256 0.852 20.135 0.645 -1.857 -0.227 -0.391
C -9.849 2.097 20.266 -0.289 1.635 -0.363 0.210
C -11.097 2.168 21.043 -0.195 -0.346 -0.549 -0.136
C -8.760 2.990 20.997 1.889 -0.562 -0.281 0.783
O -9.171 3.911 21.668 0.513 0.112 0.101 -0.640
O -7.496 2.551 20.874 -2.241 0.478 -0.039 -0.750
C -8.891 -1.478 20.821 0.013 -0.122 -0.751 0.748
O -9.500 -2.562 21.018 0.801 1.262 0.031 -0.742
O -7.660 -1.219 20.672 -0.930 -0.539 0.370 -0.741
H -13.262 0.379 22.334 -0.128 0.025 -0.017 0.468
H -11.467 -1.140 21.617 0.377 0.445 -0.083 0.231
H -11.547 3.125 21.056 -0.309 0.783 0.287 0.233
Br -2.504 -7.608 18.250 0.036 0.633 -0.383 0.000
C -2.213 -5.851 17.480 0.358 -0.096 0.623 -0.066
C -1.904 -5.723 16.128 -0.421 -0.605 0.187 -0.254
C -1.690 -4.465 15.610 0.242 -0.081 -0.212 -0.207
C -1.722 -3.346 16.432 -0.208 1.072 0.552 0.093
C -1.895 -3.502 17.843 -0.134 0.232 -1.260 -0.212
C -2.186 -4.745 18.347 -0.116 -0.252 0.353 -0.241
N -1.705 -2.117 15.776 0.391 0.153 0.762 -0.197
N -2.002 -1.071 16.588 0.363 -1.203 -0.796 -0.296
C -3.292 -0.840 16.783 0.786 -0.093 -0.010 0.112
C -4.331 -1.514 16.101 0.806 -0.119 -0.417 -0.258
C -5.631 -1.308 16.413 -0.540 -0.303 -0.302 -0.238
C -6.007 -0.437 17.454 -1.470 -0.707 -0.280 0.351
O -7.226 -0.336 17.830 0.594 0.220 0.263 -0.581
C -4.970 0.312 18.085 0.729 -0.134 -0.380 0.174
N -5.365 1.207 18.985 -0.523 0.187 0.634 -0.398
C -4.474 1.959 19.591 -0.429 -0.037 0.085 0.059
C -3.113 1.799 19.398 0.767 0.304 0.370 -0.266
C -2.675 0.851 18.517 0.196 0.060 -0.401 -0.135
C -3.615 0.122 17.784 -0.592 0.188 0.180 -0.105
H -1.911 -6.604 15.487 0.056 0.217 0.170 0.220
H -1.515 -4.277 14.557 -0.055 -0.214 -0.011 0.223
H -1.866 -2.612 18.456 -0.085 -0.106 0.095 0.239
H -2.425 -4.808 19.418 0.175 -0.368 -0.565 0.233
H -4.038 -2.185 15.296 -0.155 0.077 0.212 0.215
H -6.385 -1.858 15.858 -0.152 0.197 0.264 0.218
H -4.894 2.673 20.254 -0.202 0.581 0.623 0.230
H -2.399 2.406 19.964 -0.372 -0.182 -0.224 0.211
H -1.619 0.701 18.332 -0.001 -0.085 -0.016 0.224
O -10.288 2.529 18.968 0.989 0.238 0.375 -0.725
S -9.299 3.374 17.919 -0.574 -1.187 -0.116 2.564
O -9.153 4.676 18.492 -0.115 0.849 0.078 -0.991
O -7.993 2.678 17.864 -1.192 0.109 -0.338 -1.014
O -10.214 3.222 16.800 1.237 0.462 -0.255 -0.987

***

Entry 4:
18
Properties=species:S:1:pos:R:3:forces:R:3:nbo_charge:R:1 method="wB97M-V/def2-TZVPD" charge=0 smiles="OSn1ccnc1.C=CO" gap_ev=9.47 largest_force_ev_per_a=4.49 energy_ha=-853.392928 relative_energy_kj_mol=395.0
C -4.003 0.942 0.076 2.741 -0.184 -0.722 -0.111
C -2.622 0.866 -0.131 0.661 0.974 1.129 -0.099
C -3.446 -1.133 0.128 -0.232 -2.190 2.045 0.171
C 3.063 0.259 0.365 1.723 1.920 1.423 0.161
C 2.424 -0.031 -0.725 -0.037 -4.343 1.135 -0.538
N -4.488 -0.360 0.225 0.701 1.188 -0.396 -0.427
N -2.206 -0.460 0.092 -1.431 0.319 -1.800 -0.566
O 0.005 -1.216 1.256 -0.586 -2.188 -2.404 -0.807
O 3.550 -0.620 1.286 0.134 0.645 0.218 -0.686
S -0.565 -0.906 -0.300 -1.360 -0.525 1.220 0.707
H -4.525 1.897 0.131 -0.375 -0.706 -0.140 0.220
H -1.749 1.569 -0.297 -1.727 -0.548 0.232 0.224
H -3.623 -2.202 0.444 0.994 1.165 -0.869 0.213
H 3.342 1.351 0.561 -0.337 -1.800 0.233 0.181
H 0.001 -0.365 1.594 0.459 2.670 1.732 0.475
H 2.091 0.714 -1.315 -1.122 1.947 -2.202 0.214
H 2.195 -1.138 -0.826 0.057 1.511 -0.606 0.187
H 3.497 -1.538 0.996 -0.261 0.144 -0.228 0.482

***

Entry 5:
135
Properties=species:S:1:pos:R:3:forces:R:3:mulliken_charge:R:1 method="wB97M-V/def2-TZVPD" charge=+4 gap_ev=5.75 largest_force_ev_per_a=4.42 energy_ha=-5167.274689
C -4.523 -1.940 4.142 0.925 0.243 -0.084 -1.216
C -4.880 -2.218 2.712 -0.709 -1.169 -0.079 -0.039
N -5.039 -0.980 1.940 -0.720 -1.494 0.429 0.502
C -6.219 -0.402 1.543 -0.100 -1.002 -0.116 -0.884
C -5.876 0.744 0.942 -1.686 1.591 0.099 -0.391
N -4.563 0.911 1.099 1.726 0.563 -0.885 0.231
C -4.054 -0.183 1.643 1.537 1.080 0.598 -0.432
C -3.797 2.101 0.700 0.308 -0.204 0.454 -0.885
H -4.726 -2.787 4.785 -0.204 -0.097 0.042 0.420
H -5.040 -1.050 4.481 -0.018 0.034 0.353 0.375
H -3.439 -1.802 4.151 -0.036 0.319 0.420 0.232
H -5.820 -2.776 2.684 -0.164 0.342 -0.297 0.320
H -4.143 -2.874 2.250 0.168 0.240 -0.197 -0.106
H -7.162 -0.882 1.673 -0.258 -0.087 0.160 0.724
H -6.463 1.573 0.585 -0.266 -0.192 -0.167 0.565
H -3.019 -0.285 1.945 -0.032 -0.295 -0.287 0.546
H -3.089 1.832 -0.073 0.114 0.057 -0.185 0.205
H -3.247 2.445 1.569 0.128 0.120 -0.003 0.468
H -4.470 2.890 0.391 -0.164 -0.038 -0.137 0.362
C 0.716 1.169 4.323 -0.313 -1.577 1.361 -1.115
C 0.357 -0.254 3.871 0.847 0.296 -1.195 0.155
N 1.481 -1.189 4.049 -1.582 0.672 1.269 0.515
C 1.957 -1.600 5.262 -1.331 1.563 1.014 -0.488
C 3.053 -2.281 5.039 2.254 -1.241 0.122 -0.698
N 3.239 -2.323 3.674 1.333 -1.151 0.649 0.276
C 2.249 -1.681 3.133 -0.354 0.526 -2.747 -0.073
C 4.371 -2.942 2.991 0.737 0.287 0.937 -1.060
H -0.023 1.818 3.887 0.157 0.609 0.007 0.308
H 1.745 1.440 4.136 0.001 0.242 -0.655 0.062
H 0.638 1.139 5.417 -0.181 0.552 -0.093 0.555
H 0.195 -0.257 2.790 -0.406 -0.095 0.115 -0.359
H -0.484 -0.654 4.420 -0.258 -0.075 -0.061 0.357
H 1.553 -1.236 6.186 -0.233 -0.144 0.124 0.496
H 3.772 -2.665 5.738 0.034 -0.261 -0.031 0.489
H 2.084 -1.550 2.073 -0.037 0.068 0.006 0.235
H 5.289 -2.405 3.262 -0.272 0.194 -0.200 0.385
H 4.233 -2.898 1.924 -0.175 -0.270 -0.200 0.364
H 4.551 -3.938 3.389 -0.439 -0.230 -0.399 0.379
C 6.297 -2.969 -5.976 0.762 1.064 -0.286 -1.091
C 4.862 -3.220 -5.563 0.848 -0.618 0.192 -0.433
N 4.674 -2.875 -4.135 1.132 -0.462 -0.973 0.113
C 5.279 -3.497 -3.063 -0.622 -1.050 -0.574 -0.578
C 4.843 -2.865 -1.960 0.817 1.340 0.532 -0.364
N 4.134 -1.758 -2.392 -0.373 0.247 1.518 0.295
C 4.081 -1.806 -3.707 -1.642 1.283 0.075 0.016
C 3.531 -0.714 -1.505 0.252 -0.385 -0.439 -0.428
H 7.008 -3.748 -5.719 -0.126 -0.147 0.115 0.362
H 6.656 -2.024 -5.545 -0.082 -0.250 0.212 0.328
H 6.402 -2.755 -7.043 -0.310 -0.500 -0.024 0.365
H 4.625 -4.278 -5.628 -0.272 0.012 -0.301 0.318
H 4.213 -2.628 -6.192 -0.491 0.068 0.246 0.333
H 5.856 -4.392 -3.214 0.113 -0.009 0.160 0.450
H 5.190 -2.882 -0.942 -0.225 -0.499 0.051 0.481
H 3.522 -1.099 -4.294 0.092 -0.028 -0.213 0.410
H 3.422 -1.076 -0.488 0.191 -0.317 -0.048 -0.163
H 2.518 -0.477 -1.822 0.134 0.140 -0.229 0.037
H 4.180 0.161 -1.497 -0.159 -0.009 -0.098 0.488
C -8.849 -4.992 0.605 -0.642 -0.162 -0.136 -0.953
N -7.797 -4.163 0.023 0.024 0.208 -0.416 0.109
C -8.078 -2.952 -0.492 -1.516 -0.609 1.402 -0.539
C -7.132 -2.156 -1.018 0.680 0.705 -0.794 -0.759
C -5.824 -2.618 -1.079 0.091 -0.359 0.275 1.144
C -5.550 -3.848 -0.490 0.947 0.408 -0.357 -0.573
C -6.541 -4.604 0.016 -0.652 -0.889 0.758 -0.684
C -4.682 -1.888 -1.641 -0.399 0.179 -0.012 1.604
C -4.758 -0.675 -2.308 -1.106 0.357 0.237 -0.627
C -3.618 -0.065 -2.715 0.551 0.600 0.034 -0.558
N -2.423 -0.628 -2.474 -0.073 0.427 -1.449 0.532
C -2.346 -1.838 -1.973 1.520 -0.019 0.440 -1.051
C -3.450 -2.458 -1.525 0.203 -1.785 0.409 -1.248
C -1.271 -0.074 -3.175 0.842 -0.138 -0.248 -1.097
H -9.769 -4.835 0.049 -0.052 0.079 0.046 0.401
H -8.994 -4.719 1.644 0.003 -0.095 0.145 0.364
H -8.579 -6.034 0.490 0.094 -0.100 0.183 0.371
H -9.088 -2.607 -0.296 -0.023 -0.122 -0.437 0.488
H -7.458 -1.186 -1.355 0.180 0.128 -0.191 0.519
H -4.556 -4.265 -0.372 -0.495 0.246 -0.236 0.584
H -6.350 -5.566 0.477 -0.049 -0.023 -0.080 0.503
H -5.711 -0.208 -2.507 0.012 0.105 -0.056 0.507
H -3.566 0.874 -3.243 -0.271 0.083 -0.007 0.480
H -1.365 -2.283 -1.903 0.027 -0.034 0.067 0.697
H -3.252 -3.456 -1.147 -0.112 0.402 0.044 0.713
H -1.289 1.002 -3.093 0.087 0.185 -0.125 0.510
H -1.291 -0.452 -4.199 -0.270 0.400 -0.083 0.399
H -0.337 -0.446 -2.764 -0.176 0.096 0.524 0.123
C 4.740 2.693 3.077 -0.096 -0.314 -0.314 -0.548
N 4.541 3.218 1.709 0.287 -0.604 -0.477 0.368
C 3.916 2.466 0.759 0.316 1.343 1.186 -0.766
C 3.652 3.052 -0.447 -0.435 -0.903 -0.300 -0.027
C 4.050 4.353 -0.732 0.382 -0.659 0.156 1.297
C 4.925 4.960 0.164 -0.633 0.555 -0.671 -0.782
C 5.108 4.395 1.387 -0.054 -0.403 0.782 -0.734
C 3.581 5.003 -1.964 -0.655 -0.072 -0.064 1.077
C 4.321 5.983 -2.583 1.270 0.044 0.083 -0.739
C 3.878 6.595 -3.716 -1.771 0.933 -0.158 -0.500
N 2.625 6.324 -4.166 0.128 -0.219 -1.126 0.066
C 1.879 5.346 -3.597 0.583 0.581 -1.143 -0.547
C 2.334 4.674 -2.512 -0.054 -0.388 1.326 -0.660
C 2.139 6.947 -5.477 0.843 -0.354 0.981 -0.891
H 4.692 3.523 3.767 0.095 0.062 0.181 0.428
H 5.684 2.153 3.103 0.149 0.232 0.151 0.333
H 3.948 1.991 3.313 -0.236 0.116 -0.092 -0.131
H 3.557 1.492 1.046 -0.167 0.014 -0.016 0.338
H 3.092 2.403 -1.113 -0.195 0.496 -0.169 0.311
H 5.354 5.929 -0.039 0.006 0.077 0.131 0.479
H 5.686 4.874 2.165 -0.078 0.044 0.026 0.440
H 5.304 6.255 -2.215 -0.105 0.018 -0.041 0.465
H 4.365 7.442 -4.182 0.223 -0.269 -0.128 0.398
H 0.994 5.066 -4.140 -0.383 0.217 0.210 0.445
H 1.663 3.988 -1.997 0.231 -0.046 -0.143 0.648
H 2.414 7.995 -5.486 0.052 0.055 0.032 0.341
H 1.069 6.851 -5.546 -0.276 -0.095 0.096 0.340
H 2.638 6.410 -6.280 -0.072 0.071 -0.069 0.367
N -1.516 -4.252 -0.102 -0.435 -1.278 1.710 -0.314
S -0.693 -3.364 0.906 2.488 1.577 -0.761 0.705
O 0.360 -4.019 1.599 -0.013 -0.638 0.768 -0.582
O -1.425 -2.356 1.586 -0.786 0.554 0.232 -0.130
F 0.204 -2.536 -0.164 -0.779 -0.245 -0.328 -0.200
S -2.081 -5.448 0.915 -1.398 0.519 -1.688 0.925
O -2.571 -4.957 2.155 0.177 0.198 0.455 -0.526
O -1.411 -6.667 0.794 0.479 -0.637 -0.059 -0.534
F -3.490 -5.653 0.104 0.611 -0.397 -0.060 -0.412
N 0.097 5.347 2.503 3.163 -0.506 0.707 -0.628
S 1.652 5.590 3.137 -1.592 2.397 3.354 1.084
O 2.634 6.162 2.290 0.567 -0.586 -1.166 -0.533
O 2.003 4.596 4.094 0.538 -0.928 -0.405 -0.585
F 1.329 6.795 4.076 -0.724 0.176 -0.266 -0.259
S 0.569 4.254 1.482 -2.551 -1.763 -2.561 0.997
O 1.151 3.013 1.898 0.619 0.175 0.655 -0.063
O 1.112 4.810 0.284 0.395 0.115 -0.882 -0.565
F -0.878 3.695 1.018 -0.050 0.620 0.183 -0.246
N 0.500 0.660 -0.119 0.197 0.072 0.545 -0.087
O 0.604 1.543 -1.028 -0.116 -1.484 0.983 -0.506
O -0.597 0.032 0.067 1.745 1.373 -0.428 -0.006
O 1.522 0.406 0.631 -1.686 0.026 -1.410 -0.026